[1]
C38H70NO25S2 | ωB97M-V/def2-TZVPD

Results
highest occupied orbital energy	-6.115	eV
spin multiplicity	1
total energy	-114892.6117	eV
Kohn-Sham gap	0.28144	Eh
M	1005.09	g/mol
total charge	-1

```
136
Properties=species:S:1:pos:R:3:forces:R:3:mulliken_charge:R:1
C -3.0330 -2.4817 -3.6818 1.103 0.493 -0.385 -1.099
S -3.4042 -3.1198 -5.3100 -1.596 -1.419 -0.482 1.202
O -3.9215 -4.4580 -5.0861 0.565 -0.319 0.431 -0.705
O -4.4148 -2.2514 -5.8644 0.260 0.817 -0.085 -0.668
N -2.1076 -3.2933 -6.2377 0.272 1.115 1.034 -0.426
S -1.2898 -1.9540 -6.5962 -0.189 0.121 -1.539 1.188
O -1.2542 -1.7822 -8.0335 0.127 -0.200 -0.156 -0.748
O -1.7002 -0.7567 -5.8916 0.104 -0.232 0.860 -0.618
C 0.4215 -2.3220 -6.1777 -0.048 -0.456 0.352 -1.041
C 0.6053 -3.1559 -4.9025 0.400 -0.045 0.030 -0.322
C 1.7166 -2.6608 -3.9640 0.117 0.182 -0.244 -1.314
C 1.6559 -1.1848 -3.6337 0.293 -0.549 -0.064 0.593
C 2.8024 -0.4008 -3.5563 -0.708 -0.603 -0.094 -0.631
C 2.6597 0.9430 -3.2927 1.547 0.596 -0.029 -0.500
C 1.4414 1.5412 -3.1207 -1.118 0.225 0.126 -0.622
C 0.2986 0.7609 -3.1898 0.186 0.084 -0.023 -0.544
C 0.4308 -0.5865 -3.4373 -0.785 -0.175 0.121 0.235
H -3.8338 -2.7032 -2.9885 -0.213 -0.139 -0.160 0.456
H -2.8596 -1.4132 -3.7812 -0.203 0.100 0.006 0.367
H -2.0886 -2.9143 -3.3558 -0.146 -0.266 0.199 0.241
H 0.9291 -1.3597 -6.1572 -0.114 0.139 0.147 0.416
H 0.8300 -2.8755 -7.0170 -0.175 0.022 -0.237 0.388
H 0.8911 -4.1594 -5.2155 -0.137 -0.139 0.063 0.549
H -0.3367 -3.2933 -4.3810 -0.078 0.175 0.058 -0.014
H 2.6782 -2.8731 -4.4386 0.096 0.075 0.008 0.323
H 1.7087 -3.2516 -3.0463 -0.085 -0.034 0.092 0.413
H 3.7573 -0.8760 -3.7336 0.196 0.201 0.048 0.400
H 3.5576 1.5497 -3.2540 0.013 0.080 0.034 0.362
H 1.3112 2.6015 -2.9549 0.355 0.099 0.028 0.410
H -0.6858 1.1920 -3.0930 -0.078 0.076 0.042 0.463
H -0.4696 -1.1782 -3.5079 -0.035 -0.066 -0.076 0.249
C -5.2713 -7.4224 -2.6022 0.032 -0.284 0.102 -1.335
C -4.4563 -6.3880 -1.8593 -0.238 0.134 -0.515 -0.119
O -3.7259 -6.9759 -0.7588 0.049 0.107 0.124 -0.226
C -2.6519 -7.6856 -1.0907 -0.197 0.007 -0.039 0.672
O -2.2310 -7.8781 -2.1977 0.088 -0.020 -0.024 -0.563
O -2.1138 -8.1738 0.0375 0.032 -0.012 0.035 -0.234
C -1.0045 -9.0433 -0.1830 0.168 -0.089 0.104 -0.739
H -5.9309 -7.9548 -1.9128 -0.065 0.095 -0.001 0.331
H -5.8728 -6.9401 -3.3714 0.036 0.054 0.002 0.383
H -4.6293 -8.1609 -3.0795 0.047 0.090 -0.074 0.327
H -5.1226 -5.6505 -1.4146 0.135 -0.028 0.240 0.324
H -3.7806 -5.8617 -2.5336 0.112 -0.113 0.028 0.339
H -0.2429 -8.5605 -0.7917 -0.061 -0.018 -0.090 0.329
H -1.3366 -9.9654 -0.6584 0.033 0.043 -0.104 0.298
H -0.5899 -9.2741 0.7951 -0.110 0.069 0.057 0.218
C 4.8477 -3.5885 2.4713 -0.092 0.150 0.157 -1.101
C 4.4305 -3.2900 1.0460 0.293 -0.245 0.034 -0.195
O 3.2926 -2.4232 0.9896 -0.068 0.025 -0.031 -0.339
C 3.5351 -1.1367 1.2542 -0.016 -0.167 -0.079 0.740
O 4.6102 -0.6616 1.5183 0.029 0.015 0.000 -0.565
O 2.3857 -0.4765 1.1751 -0.034 0.054 0.031 -0.295
C 2.4878 0.9063 1.5210 -0.131 0.344 0.014 -0.655
H 4.0060 -3.9930 3.0356 0.014 -0.093 -0.053 0.287
H 5.6616 -4.3142 2.4832 -0.020 -0.024 -0.031 0.354
H 5.1832 -2.6864 2.9803 0.061 0.016 -0.072 0.310
H 4.1201 -4.2084 0.5508 -0.168 0.084 -0.048 0.303
H 5.2513 -2.8640 0.4684 -0.026 0.130 0.065 0.312
H 3.2544 1.4010 0.9286 0.091 -0.073 0.066 0.311
H 2.6967 1.0137 2.5846 0.126 0.012 -0.035 0.306
H 1.5285 1.3673 1.3042 -0.080 -0.214 -0.051 0.222
C -3.1342 -6.4333 2.7201 0.012 -0.029 0.354 -1.030
C -4.1553 -5.4380 2.2191 0.345 -0.071 -0.258 0.082
O -5.3041 -5.3688 3.0874 -0.085 0.034 -0.036 -0.377
C -5.1304 -4.7135 4.2271 -0.013 -0.060 -0.144 0.792
O -4.1270 -4.1582 4.5930 0.016 0.045 0.063 -0.563
O -6.2777 -4.7686 4.9148 -0.031 0.002 0.053 -0.352
C -6.2104 -4.1673 6.2062 -0.105 0.063 0.154 -0.641
H -3.5934 -7.4131 2.8596 0.003 -0.021 -0.161 0.286
H -2.3191 -6.5277 2.0056 -0.057 -0.027 -0.067 0.204
H -2.7196 -6.1263 3.6804 0.006 0.105 -0.037 0.416
H -4.5328 -5.7582 1.2523 -0.207 -0.019 0.087 0.045
H -3.7231 -4.4453 2.0920 -0.040 0.038 0.189 0.320
H -5.8562 -3.1405 6.1425 0.095 -0.033 -0.014 0.294
H -5.5604 -4.7481 6.8596 0.081 0.073 -0.018 0.289
H -7.2204 -4.1747 6.6072 -0.038 -0.077 -0.114 0.223
C -4.6304 -1.4583 -9.5787 -0.214 0.132 -0.251 -1.110
C -4.9290 -2.8779 -9.1573 0.553 0.191 0.144 0.275
O -6.3383 -3.1906 -9.2892 -0.050 -0.084 -0.013 -0.340
C -6.7780 -3.4020 -10.5128 0.156 0.045 0.215 0.756
O -6.1376 -3.3901 -11.5344 -0.061 -0.036 -0.104 -0.570
O -8.0998 -3.6482 -10.4446 -0.082 -0.016 -0.057 -0.351
C -8.7208 -3.8163 -11.7133 -0.145 -0.051 -0.055 -0.649
H -5.2538 -0.7598 -9.0177 0.091 -0.027 0.124 0.275
H -3.5819 -1.2307 -9.3864 -0.001 -0.048 0.107 0.283
H -4.8343 -1.3055 -10.6400 0.057 -0.066 -0.015 0.389
H -4.6926 -2.9946 -8.1042 -0.267 -0.082 0.081 -0.060
H -4.3326 -3.5986 -9.7160 -0.170 -0.020 -0.149 0.317
H -8.2208 -4.5870 -12.2973 0.069 0.069 -0.033 0.291
H -8.7227 -2.8747 -12.2625 0.083 -0.042 -0.072 0.284
H -9.7472 -4.1205 -11.5221 0.023 0.024 0.132 0.220
C 0.9516 6.4854 3.8254 -0.236 -0.079 -0.033 -1.384
C 1.9650 6.0556 4.8623 -0.067 0.320 -0.456 -0.002
O 1.3409 5.3485 5.9470 0.126 0.032 0.135 -0.380
C 0.9742 4.0959 5.6805 -0.144 0.132 0.007 0.818
O 1.1378 3.5132 4.6414 0.093 -0.080 -0.047 -0.556
O 0.3887 3.5956 6.7691 0.015 -0.031 0.039 -0.370
C -0.1341 2.2747 6.5955 -0.092 -0.188 0.090 -0.649
H 0.1582 7.0720 4.2902 0.092 0.117 0.005 0.321
H 1.4353 7.0920 3.0602 0.004 0.052 0.038 0.348
H 0.4828 5.6294 3.3423 0.123 -0.057 -0.012 0.387
H 2.4285 6.9355 5.3065 -0.085 -0.065 0.212 0.353
H 2.7579 5.4537 4.4208 -0.121 -0.180 -0.021 0.316
H 0.6332 1.5950 6.2320 -0.003 0.046 -0.093 0.286
H -0.9773 2.2919 5.9071 0.069 -0.024 -0.082 0.298
H -0.4748 1.9436 7.5722 0.031 0.139 0.050 0.225
C 9.5242 4.6233 5.9047 -0.141 -0.086 0.183 -1.090
C 8.6922 4.8688 4.6636 0.376 0.150 -0.006 -0.166
O 7.4221 4.2064 4.7285 -0.009 -0.041 -0.055 -0.353
C 6.5168 4.7732 5.5229 -0.002 -0.052 -0.087 0.792
O 6.6631 5.7869 6.1577 -0.010 0.061 0.011 -0.585
O 5.4136 4.0292 5.4874 -0.037 -0.023 0.020 -0.318
C 4.3759 4.4745 6.3644 -0.044 -0.103 0.242 -0.362
H 9.6377 3.5524 6.0790 0.073 -0.002 -0.083 0.289
H 10.5127 5.0688 5.7909 0.003 -0.014 -0.041 0.357
H 9.0527 5.0530 6.7871 -0.003 0.085 -0.044 0.313
H 9.1925 4.4500 3.7926 -0.165 -0.105 -0.043 0.291
H 8.5468 5.9339 4.4814 -0.111 0.000 0.106 0.287
H 4.1406 5.5174 6.1877 0.103 0.086 0.095 0.206
H 4.6708 4.3255 7.4026 0.059 0.108 -0.004 0.392
H 3.5027 3.8669 6.1590 0.102 -0.148 -0.164 -0.058
C 0.9165 12.4065 5.6904 0.159 -0.152 0.120 -1.077
C 1.4852 12.7454 4.3286 -0.397 0.112 0.063 -0.170
O 2.8753 12.4027 4.2258 0.047 0.067 -0.055 -0.378
C 3.1355 11.1049 4.0826 0.072 0.063 0.090 0.777
O 2.3223 10.2203 4.0169 -0.052 -0.095 -0.041 -0.548
O 4.4585 10.9508 4.0337 0.016 -0.019 -0.020 -0.346
C 4.8899 9.5882 3.9708 0.146 -0.149 -0.031 -0.575
H 1.5062 12.8804 6.4765 -0.050 0.094 -0.025 0.295
H -0.1143 12.7528 5.7657 0.008 0.035 -0.021 0.353
H 0.9322 11.3326 5.8685 -0.053 -0.013 -0.080 0.294
H 1.4394 13.8202 4.1643 0.197 0.002 -0.039 0.298
H 0.9242 12.2641 3.5275 0.079 -0.130 0.027 0.302
H 4.4193 9.0673 3.1396 -0.086 0.007 0.044 0.284
H 4.6699 9.0796 4.9084 -0.073 -0.031 -0.037 0.281
H 5.9651 9.6081 3.8199 -0.006 0.142 0.023 0.209
```
Forces are in eV/Å.

=====

[2]
C5H13NO4 | ωB97M-V/def2-TZVPD

Results
highest occupied orbital energy	-9.806	eV
spin multiplicity	1
total energy	-15073.9774	eV
Kohn-Sham gap	0.37407	Eh
relative energy (zero: lowest compared OMol25 entry of this formula, charge and spin)	49.29	kcal per mole
SMILES	C[C@@H](CO)OCC(N)=O.O
M	151.16	g/mol

```
23
Properties=species:S:1:pos:R:3:forces:R:3:mulliken_charge:R:1
C 2.0044 6.3262 -2.3959 0.138 -0.006 0.170 -1.272
C 1.4269 5.4359 -3.4871 -0.072 0.108 -0.240 0.463
C 2.2530 5.4473 -4.7737 -0.330 0.095 -0.220 -0.790
O 3.6533 5.3765 -4.5798 0.247 0.071 0.036 -0.548
O 1.1353 4.1107 -3.0467 -0.383 0.023 0.313 -0.338
C 2.2005 3.2540 -2.7674 0.128 1.136 0.748 -0.036
C 1.8272 2.2235 -1.6978 -1.089 -2.953 -2.304 0.203
N 2.9550 1.5810 -1.1332 0.187 0.373 0.498 -0.545
O 0.7450 1.6351 -1.7213 1.838 1.496 0.562 -0.534
H 2.1054 7.3504 -2.7794 0.008 -0.224 0.090 0.427
H 1.3373 6.3437 -1.5256 0.148 -0.043 -0.210 0.362
H 3.0009 5.9955 -2.0713 -0.288 0.101 -0.116 0.247
H 0.4400 5.8337 -3.7700 0.180 -0.201 0.119 0.296
H 1.9083 4.6293 -5.4252 -0.014 0.202 0.109 0.373
H 2.0476 6.3957 -5.2931 0.176 -0.248 0.117 0.445
H 3.9272 4.4584 -4.5226 -0.027 -0.017 -0.031 0.320
H 2.4667 2.7050 -3.6851 0.049 -0.363 0.346 0.176
H 3.1006 3.7918 -2.4335 -0.151 0.034 -0.032 0.289
H 3.0796 0.5877 -1.2983 -0.311 0.355 0.312 0.180
H 3.7842 2.1145 -0.8976 -0.062 -0.175 -0.677 0.281
O 1.7439 3.2859 0.6381 4.084 -0.970 0.395 -0.695
H 2.4869 2.4524 0.4997 -4.758 2.740 0.295 0.376
H 0.7976 3.3460 0.4779 0.303 -1.533 -0.281 0.318
```
Forces are in eV/Å.